120
Properties=species:S:1:pos:R:3:lowdin_charge:R:1 method="wB97M-V/def2-TZVPD" homo_lumo_gap_ev="6.797 / 6.798" total_charge=0 de_lowest_kj_mol=140.56
Pt 0.09 -0.64 0.06 0.86
C -0.91 2.92 0.92 -0.42
C -1.47 1.81 1.81 -0.46
As -0.08 0.66 2.59 1.23
C 0.77 2.10 3.64 -0.38
C 2.10 2.43 3.41 -0.12
C 2.70 3.50 4.08 -0.09
C 1.97 4.24 4.99 -0.09
C 0.64 3.91 5.24 -0.08
C 0.05 2.85 4.57 -0.11
C -1.04 -0.13 4.09 -0.41
C -0.30 -0.68 5.13 -0.12
C -0.93 -1.24 6.23 -0.09
C -2.32 -1.27 6.30 -0.10
C -3.07 -0.74 5.26 -0.09
C -2.43 -0.16 4.16 -0.11
As -0.39 2.38 -0.94 1.31
C 1.53 2.86 -0.92 -0.36
C 2.05 3.88 -1.72 -0.10
C 3.42 4.15 -1.72 -0.09
C 4.28 3.40 -0.94 -0.09
C 3.77 2.37 -0.15 -0.09
C 2.41 2.12 -0.14 -0.15
C -1.02 4.02 -1.81 -0.43
C -1.58 3.92 -3.07 -0.13
C -2.01 5.05 -3.76 -0.09
C -1.89 6.30 -3.17 -0.09
C -1.33 6.42 -1.90 -0.08
C -0.90 5.29 -1.22 -0.13
H -0.07 3.43 1.39 0.06
H -1.70 3.66 0.77 0.06
H -2.14 1.15 1.25 0.02
H -2.03 2.25 2.63 0.06
H 2.69 1.86 2.70 0.08
H 3.73 3.75 3.88 0.10
H 2.43 5.07 5.51 0.10
H 0.06 4.48 5.97 0.10
H -0.99 2.60 4.78 0.10
H 0.79 -0.66 5.08 0.10
H -0.34 -1.67 7.04 0.10
H -2.81 -1.70 7.16 0.10
H -4.15 -0.76 5.30 0.10
H -3.02 0.24 3.35 0.08
H 1.40 4.47 -2.35 0.09
H 3.80 4.95 -2.34 0.10
H 5.35 3.60 -0.96 0.10
H 4.44 1.77 0.46 0.10
H 2.03 1.31 0.47 0.03
H -1.68 2.94 -3.53 0.09
H -2.44 4.96 -4.74 0.10
H -2.22 7.19 -3.70 0.10
H -1.23 7.39 -1.44 0.10
H -0.46 5.39 -0.24 0.10
S 2.78 -1.42 -3.36 1.02
C 1.30 -0.82 -4.00 -0.41
C 0.41 -0.49 -3.03 -0.21
C 0.91 -0.72 -1.72 -0.44
C 2.18 -1.23 -1.76 -0.55
C 2.87 -1.53 -0.55 -0.30
C 4.17 -2.04 -0.45 -0.02
C 4.70 -2.26 0.81 -0.06
C 3.94 -1.98 1.94 -0.06
C 2.67 -1.48 1.76 -0.14
N 2.14 -1.26 0.56 -0.03
H 1.18 -0.75 -5.07 0.06
H -0.57 -0.08 -3.24 0.09
H 4.73 -2.26 -1.34 0.11
H 5.70 -2.66 0.91 0.11
H 4.33 -2.14 2.93 0.10
H 2.04 -1.23 2.60 0.07
N -1.59 -1.34 0.87 -0.39
P -2.52 -2.57 0.72 0.54
N -4.15 -2.21 0.42 -0.21
C -4.67 -1.15 1.30 -0.24
C -6.19 -1.08 1.22 -0.19
C -6.62 -0.84 -0.23 -0.21
C -6.02 -1.92 -1.13 -0.19
C -4.51 -1.94 -0.98 -0.21
N -2.21 -3.69 -0.47 -0.22
C -2.93 -4.96 -0.45 -0.21
C -2.01 -6.11 -0.05 -0.18
C -0.81 -6.16 -1.00 -0.20
C -0.09 -4.81 -1.01 -0.18
C -1.06 -3.69 -1.36 -0.21
N -2.63 -3.39 2.17 -0.18
C -3.84 -3.86 2.85 -0.22
C -3.72 -5.34 3.20 -0.16
C -2.38 -5.65 3.91 -0.18
C -1.57 -4.38 4.16 -0.18
C -1.35 -3.61 2.87 -0.20
H -4.24 -0.18 1.00 0.11
H -4.34 -1.35 2.32 0.08
H -6.54 -0.27 1.86 0.11
H -6.61 -2.02 1.58 0.11
H -6.26 0.14 -0.55 0.11
H -7.71 -0.83 -0.31 0.11
H -6.29 -1.75 -2.17 0.11
H -6.41 -2.89 -0.83 0.11
H -4.09 -0.98 -1.31 0.12
H -4.08 -2.72 -1.61 0.10
H -3.33 -5.15 -1.46 0.12
H -3.78 -4.88 0.23 0.10
H -2.56 -7.05 -0.07 0.11
H -1.66 -5.93 0.97 0.09
H -1.17 -6.37 -2.01 0.11
H -0.13 -6.97 -0.72 0.11
H 0.74 -4.82 -1.73 0.11
H 0.34 -4.61 -0.02 0.11
H -1.41 -3.82 -2.40 0.13
H -0.57 -2.73 -1.30 0.04
H -4.69 -3.70 2.19 0.10
H -4.01 -3.28 3.76 0.11
H -3.80 -5.93 2.29 0.09
H -4.57 -5.61 3.84 0.11
H -1.79 -6.33 3.30 0.10
H -2.56 -6.17 4.86 0.10
H -0.60 -4.64 4.59 0.12
H -2.08 -3.75 4.89 0.09
H -0.67 -4.18 2.22 0.10
H -0.87 -2.65 3.07 0.08

=====

16
Properties=species:S:1:pos:R:3:nbo_charge:R:1 method="wB97M-V/def2-TZVPD" homo_lumo_gap_ev=8.724 total_charge=0 smiles="OP(Cl)B(COC(F)(F)F)N=C=S"
O 2.33 -1.94 1.02 -0.97
P 2.76 -0.99 -0.25 0.91
Cl 2.15 -2.15 -1.86 -0.33
B 1.15 0.14 -0.42 0.55
C -0.25 -0.38 0.04 -0.44
O -1.28 0.55 -0.28 -0.52
C -2.51 0.32 0.22 1.17
F -3.42 0.82 -0.61 -0.30
F -2.76 -0.99 0.41 -0.33
F -2.68 0.92 1.41 -0.33
N 1.31 1.45 -0.98 -0.71
C 1.24 2.55 -0.49 0.26
S 1.16 3.97 0.15 0.09
H 1.46 -2.36 0.96 0.49
H -0.21 -0.56 1.13 0.23
H -0.45 -1.36 -0.44 0.23

=====

8
Properties=species:S:1:pos:R:3:nbo_charge:R:1 method="wB97M-V/def2-TZVPD" homo_lumo_gap_ev=11.467 total_charge=0 de_lowest_kj_mol=221.69
C 0.17 -0.70 0.79 0.52
C -0.22 0.64 -0.79 0.53
F 0.65 -1.81 0.20 -0.32
F -0.96 -0.94 1.50 -0.34
F 0.04 1.94 -0.38 -0.36
F 0.62 0.37 -1.79 -0.32
H 0.93 -0.14 1.46 0.15
H -1.23 0.63 -1.00 0.13

=====

66
Properties=species:S:1:pos:R:3:nbo_charge:R:1 method="wB97M-V/def2-TZVPD" homo_lumo_gap_ev=7.890 total_charge=0 de_lowest_kj_mol=60.11
Al 0.14 -0.66 0.93 1.65
N -2.79 -3.80 4.55 -0.80
C -1.72 -3.50 5.30 0.65
O -1.54 -3.95 6.41 -0.60
C -0.72 -2.55 4.69 -0.17
C 0.22 -1.97 5.53 -0.08
C 1.18 -1.11 5.00 -0.25
C 1.15 -0.85 3.64 0.09
N 0.27 -1.43 2.83 -0.57
C -0.64 -2.27 3.33 0.09
H -3.46 -4.44 4.95 0.41
H -2.98 -3.42 3.64 0.41
H 0.18 -2.20 6.59 0.25
H 1.91 -0.65 5.64 0.24
H 1.84 -0.17 3.17 0.22
H -1.31 -2.72 2.61 0.24
O 3.71 -1.79 0.04 -0.57
C 2.86 -0.97 -0.20 0.80
O 1.63 -1.04 0.25 -0.95
C 3.14 0.27 -1.01 -0.07
C 4.46 0.69 -1.13 -0.18
C 4.76 1.83 -1.84 -0.19
C 3.73 2.55 -2.43 0.01
C 2.41 2.13 -2.32 -0.13
C 2.11 0.99 -1.60 -0.23
N 4.03 3.76 -3.15 0.53
O 5.19 4.11 -3.21 -0.37
O 3.11 4.36 -3.65 -0.37
H 5.24 0.11 -0.64 0.24
H 5.78 2.19 -1.94 0.25
H 1.63 2.71 -2.80 0.25
H 1.09 0.68 -1.50 0.23
C -1.43 2.51 0.02 -1.07
Si -0.34 1.68 1.36 0.87
C 1.15 2.84 1.68 -1.07
C -1.35 1.77 3.00 -1.07
H -1.49 3.58 0.15 0.23
H -2.44 2.10 0.05 0.23
H -1.03 2.31 -0.98 0.23
H 0.83 3.88 1.72 0.23
H 1.91 2.74 0.90 0.23
H 1.63 2.61 2.63 0.22
H -1.78 2.75 3.17 0.24
H -0.73 1.52 3.85 0.22
H -2.16 1.05 2.97 0.22
C -3.90 0.28 -3.83 -0.62
C -2.44 -0.01 -3.89 -0.06
C -1.62 0.58 -4.83 -0.22
C -0.27 0.28 -4.89 -0.05
Cl 0.72 1.05 -6.08 0.00
C 0.29 -0.59 -3.99 -0.23
C -0.51 -1.19 -3.03 -0.31
C -1.87 -0.93 -2.98 0.37
O -2.76 -1.48 -2.11 -0.51
C -2.46 -2.65 -1.38 -0.16
C -2.16 -2.37 0.09 0.81
O -2.77 -2.89 0.99 -0.62
O -1.16 -1.56 0.30 -0.92
H -4.16 1.03 -4.57 0.22
H -4.18 0.63 -2.84 0.23
H -4.47 -0.62 -4.03 0.23
H -2.05 1.28 -5.54 0.23
H 1.35 -0.80 -4.02 0.23
H -0.04 -1.85 -2.31 0.22
H -1.59 -3.18 -1.80 0.20
H -3.34 -3.30 -1.44 0.21

=====

24
Properties=species:S:1:pos:R:3:nbo_charge:R:1 method="wB97M-V/def2-TZVPD" homo_lumo_gap_ev=9.935 total_charge=0 smiles="c1ccccc1.C/C=C/C" de_lowest_kj_mol=7.01
C -1.39 0.28 -1.45 -0.21
C -1.32 1.58 -0.97 -0.22
C -1.66 1.86 0.35 -0.22
C -2.08 0.83 1.19 -0.22
C -2.16 -0.48 0.71 -0.22
C -1.81 -0.76 -0.61 -0.20
H -1.11 0.06 -2.49 0.22
H -0.99 2.40 -1.63 0.22
H -1.61 2.89 0.73 0.22
H -2.36 1.04 2.23 0.22
H -2.49 -1.29 1.37 0.22
H -1.86 -1.78 -0.99 0.22
C 1.20 -1.47 1.78 -0.64
C 1.32 -0.48 0.65 -0.18
C 2.15 -0.62 -0.39 -0.20
C 2.27 0.37 -1.52 -0.64
H 1.88 -2.32 1.62 0.21
H 0.17 -1.86 1.83 0.21
H 1.45 -0.99 2.74 0.21
H 0.69 0.41 0.70 0.20
H 2.78 -1.51 -0.44 0.18
H 3.31 0.75 -1.57 0.21
H 2.02 -0.11 -2.48 0.21
H 1.59 1.22 -1.35 0.21

=====

17
Properties=species:S:1:pos:R:3:nbo_charge:R:1 method="wB97M-V/def2-TZVPD" homo_lumo_gap_ev=3.977 total_charge=+5 de_lowest_kj_mol=104.57
Ag 1.34 -2.76 -1.79 0.75
Ag -2.86 -0.70 -0.89 0.94
Ag 3.57 0.17 -0.92 0.71
Ag 1.55 -2.13 1.41 0.98
Ag -0.60 -1.04 -3.76 0.48
Ag -0.19 3.64 -0.07 0.90
Ag 2.43 2.38 1.46 0.97
Ag 1.80 2.12 -2.94 0.60
Ag -2.20 2.17 -2.98 0.87
C -1.68 -1.32 3.30 0.89
O -2.87 -1.01 3.27 -0.25
O -0.89 -1.21 2.31 -0.53
O -1.11 -1.86 4.31 -0.10
C 0.38 0.39 -0.57 0.88
O 0.61 -0.81 -0.23 -0.95
O 1.32 1.34 -0.46 -1.11
O -0.59 0.64 -1.44 -1.05

=====

12
Properties=species:S:1:pos:R:3:nbo_charge:R:1 method="wB97M-V/def2-TZVPD" homo_lumo_gap_ev=9.240 total_charge=0 smiles="O=Cc1cc([N+](=O)[O-])no1" de_lowest_kj_mol=242.47
O -1.26 1.25 3.13 -0.45
C -0.99 1.69 2.04 0.41
C -0.42 1.00 0.85 0.14
C 0.38 -0.15 0.73 -0.22
C 0.25 -0.44 -0.67 0.16
N 0.96 -1.31 -1.33 0.44
O 1.93 -1.88 -0.64 -0.38
O 0.79 -1.50 -2.56 -0.29
N -0.65 0.29 -1.17 0.01
O -1.16 1.15 -0.36 -0.20
H -0.97 2.87 1.65 0.11
H 1.10 -0.36 1.56 0.28

=====

19
Properties=species:S:1:pos:R:3:nbo_charge:R:1 method="wB97M-V/def2-TZVPD" homo_lumo_gap_ev=10.430 total_charge=0 smiles="CC(=O)NC(C)(C)O" de_lowest_kj_mol=45.83
C -2.68 0.28 0.73 -0.74
C -1.43 0.11 -0.25 0.70
O -1.46 0.34 -1.43 -0.62
N -0.37 -0.21 0.51 -0.66
C 1.04 -0.17 0.09 0.41
C 1.45 1.25 -0.28 -0.63
C 1.23 -1.13 -1.08 -0.65
O 1.79 -0.55 1.22 -0.71
H -2.60 1.23 1.27 0.23
H -3.57 0.30 0.10 0.24
H -2.83 -0.55 1.43 0.22
H -0.76 -0.07 1.50 0.42
H 2.49 1.27 -0.58 0.22
H 1.33 1.90 0.59 0.22
H 0.82 1.61 -1.09 0.23
H 0.62 -0.82 -1.92 0.25
H 2.28 -1.15 -1.36 0.22
H 0.93 -2.14 -0.79 0.21
H 1.70 -1.50 1.35 0.47

=====

34
Properties=species:S:1:pos:R:3:nbo_charge:R:1 method="wB97M-V/def2-TZVPD" homo_lumo_gap_ev="7.105 / 7.106" total_charge=+3 de_lowest_kj_mol=0.00
C -0.13 0.21 -1.69 -0.63
C 0.70 -1.04 -1.37 0.32
H -0.89 -0.09 -2.42 0.31
H 0.44 1.03 -2.14 0.28
H -0.70 0.65 -0.77 0.08
O 0.19 -2.15 -1.25 -0.47
I 1.26 -1.36 1.63 -0.06
Zr -0.56 0.98 1.29 1.82
P 2.55 -0.73 -1.36 1.43
C 3.19 -2.38 -1.40 -0.99
C 2.71 0.04 -3.00 -0.98
H 3.01 1.33 -0.13 0.27
H 4.51 0.46 -0.57 0.31
H 3.51 -0.09 0.78 0.28
C 3.47 0.34 -0.22 -0.95
H 2.46 1.11 -2.96 0.27
H 3.73 -0.07 -3.37 0.31
H 4.04 -2.44 -2.08 0.30
H 2.39 -3.05 -1.73 0.30
H 2.02 -0.44 -3.70 0.28
H 3.50 -2.67 -0.39 0.28
C -1.54 -1.14 0.81 0.41
O -2.17 -2.11 0.89 -0.34
Cl 0.81 2.67 0.35 -0.29
N -4.78 0.80 2.01 -0.66
C -3.89 1.14 3.17 -0.35
C -2.63 1.49 2.57 0.78
O -1.47 1.35 3.14 -0.64
O -2.62 1.67 1.27 -0.73
H -4.78 1.61 1.37 0.47
H -5.74 0.62 2.29 0.48
H -4.46 0.00 1.46 0.45
H -4.33 1.99 3.69 0.32
H -3.79 0.28 3.83 0.31

=====

14
Properties=species:S:1:pos:R:3:nbo_charge:R:1 method="wB97M-V/def2-TZVPD" homo_lumo_gap_ev=9.885 total_charge=0 smiles="O=C1CNCC=NO1" de_lowest_kj_mol=493.83
O -2.67 -0.55 -0.33 -0.49
C -1.60 -0.53 0.09 0.77
C -1.01 0.70 0.62 -0.37
N 0.08 1.17 -0.06 -0.60
C 1.21 0.19 -0.59 -0.30
C 1.30 -0.91 0.27 0.05
N 0.41 -1.72 0.48 -0.12
O -0.69 -1.61 -0.44 -0.42
H -1.68 1.40 0.99 0.25
H -0.47 0.55 1.60 0.22
H -0.18 1.74 -0.99 0.35
H 0.90 -0.19 -1.49 0.22
H 2.08 0.88 -0.88 0.23
H 2.31 -1.12 0.72 0.21

=====

65
Properties=species:S:1:pos:R:3:nbo_charge:R:1 method="wB97M-V/def2-TZVPD" homo_lumo_gap_ev=4.392 total_charge=-1 de_lowest_kj_mol=0.00
Zn -0.34 -0.10 -0.06 1.50
N 3.77 -3.07 6.63 -0.81
C 2.93 -2.27 5.85 0.18
C 3.39 -1.72 4.65 -0.31
C 2.57 -0.89 3.91 -0.10
C 1.29 -0.60 4.34 -0.40
C 0.83 -1.13 5.54 -0.12
C 1.65 -1.96 6.29 -0.29
S 0.27 0.48 3.38 2.36
O 1.16 1.48 2.85 -0.98
O -0.81 0.88 4.24 -0.95
N -0.21 -0.37 2.11 -1.02
C -0.94 -1.51 2.23 0.56
N -1.23 -2.03 1.01 -0.56
C -1.94 -3.14 0.97 0.11
C -2.36 -3.79 2.12 -0.39
C -1.98 -3.20 3.32 0.10
N -1.28 -2.08 3.40 -0.51
H 4.50 -3.55 6.12 0.37
H 3.29 -3.69 7.26 0.37
H 4.39 -1.94 4.31 0.20
H 2.92 -0.45 2.98 0.22
H -0.18 -0.90 5.86 0.25
H 1.29 -2.37 7.22 0.20
H -2.18 -3.52 -0.02 0.19
H -2.95 -4.69 2.08 0.21
H -2.26 -3.65 4.26 0.18
C -2.53 3.84 -2.02 -1.10
Ge -1.00 2.79 -1.31 1.57
C 0.47 3.42 -2.50 -1.11
C -0.59 3.63 0.43 -1.11
C -1.42 0.95 -1.20 -1.91
H -2.31 4.90 -2.17 0.20
H -3.37 3.74 -1.33 0.21
H -2.83 3.41 -2.98 0.21
H 0.52 4.52 -2.51 0.20
H 0.29 3.08 -3.52 0.21
H 1.45 3.03 -2.20 0.20
H -0.22 4.65 0.29 0.20
H 0.16 3.07 1.00 0.23
H -1.50 3.67 1.04 0.22
H -1.40 0.55 -2.23 0.18
C 4.72 1.79 0.16 -0.40
C 3.27 2.21 0.28 -0.22
N 2.45 1.17 -0.32 -0.63
C 2.63 -0.15 0.00 0.64
N 1.64 -0.96 -0.11 -0.68
C 1.82 -2.38 0.16 -0.22
C 3.25 -2.82 -0.07 -0.42
C 4.17 -1.91 0.72 -0.20
N 3.92 -0.52 0.35 -0.46
C 4.89 0.44 0.84 -0.20
H 5.38 2.52 0.62 0.21
H 4.98 1.70 -0.90 0.21
H 3.08 3.13 -0.27 0.22
H 2.99 2.38 1.33 0.21
H 1.47 1.40 -0.45 0.42
H 1.13 -2.94 -0.47 0.20
H 1.54 -2.59 1.20 0.19
H 3.50 -2.75 -1.14 0.20
H 3.40 -3.86 0.24 0.21
H 5.22 -2.12 0.51 0.19
H 4.01 -2.07 1.79 0.18
H 5.89 0.03 0.64 0.19
H 4.80 0.56 1.93 0.18

=====

11
Properties=species:S:1:pos:R:3:nbo_charge:R:1 method="wB97M-V/def2-TZVPD" homo_lumo_gap_ev=8.968 total_charge=0 de_lowest_kj_mol=350.30
C -0.33 0.07 -0.38 0.54
H 0.81 -0.92 1.57 0.33
H 1.83 -1.16 0.19 0.36
H 0.58 1.20 1.54 0.35
H -1.03 2.21 -0.88 0.42
H -2.00 0.70 -1.40 0.42
H -0.30 -1.94 -0.37 0.35
N 1.54 -0.58 0.84 -0.63
N 0.73 0.38 0.42 -0.43
N -1.16 1.15 -0.77 -0.88
N -0.66 -1.11 -0.77 -0.81

=====

| no. | energy (hartree) |
| --- | --- |
| 1 | -7545.46041 |
| 2 | -1845.62282 |
| 3 | -476.79218 |
| 4 | -2727.32298 |
| 5 | -389.41310 |
| 6 | -1847.69128 |
| 7 | -563.84810 |
| 8 | -402.36069 |
| 9 | -1816.08051 |
| 10 | -415.85253 |
| 11 | -5607.65465 |
| 12 | -260.56840 |